(1)
Computed, not measured: an isolated molecule of C23H28F3N7 in a non-equilibrium geometry, with wB97M-V/def2-TZVPD.

```
61
Properties=species:S:1:pos:R:3:forces:R:3:mulliken_charge:R:1
C 4.020934 3.867138 0.350155 -0.0463 -0.2156 0.0772 -1.440
C 3.821635 2.402120 0.719578 0.0887 0.0813 -0.1183 -0.016
C 4.485435 1.406294 -0.252636 0.2349 0.5909 -0.0729 1.089
C 4.060531 1.608134 -1.711457 0.0317 -0.0581 0.1363 -1.669
C 6.009672 1.497598 -0.160111 -0.0914 0.0326 0.0195 -1.901
N 4.114043 0.060135 0.174997 -0.9449 -0.9827 0.1743 1.053
N 5.033640 -0.772847 0.668137 0.9579 0.6132 -0.0337 -0.362
N 4.467663 -1.863703 0.958460 0.4335 -0.7810 0.3483 -1.238
N 3.174047 -1.813259 0.683654 -0.7705 0.1476 -0.1413 -0.021
C 2.932698 -0.614655 0.196125 0.6786 0.3009 0.0571 -1.253
C 1.596302 -0.139656 -0.270843 -0.1818 -0.0298 -0.0785 0.565
C 0.550629 -0.232522 0.828459 -0.0794 0.2764 0.0340 0.702
C -0.365457 0.800292 0.996522 0.0674 -0.1485 0.1256 -0.219
C -1.339861 0.695420 1.974574 0.0786 -0.0182 0.0488 -0.651
C -1.365712 -0.451723 2.750483 -0.1404 0.3630 -0.0016 -0.611
N -0.490547 -1.432816 2.614685 -0.0438 -0.4450 0.3337 -0.635
C 0.443275 -1.323546 1.688060 0.2370 0.0358 -0.1241 -0.544
N 1.268825 -0.827433 -1.516885 0.0048 0.2097 0.0454 0.221
C 0.304119 -0.148714 -2.373852 0.0663 0.0343 -0.3038 -0.256
C -0.880121 -1.063525 -2.716944 0.0826 0.1669 0.0751 -1.547
N -1.300477 -1.797377 -1.551000 0.3198 -0.0379 -0.2197 0.246
C -2.309861 -1.381236 -0.729632 -0.4919 0.1744 0.2068 0.910
C -2.816189 -2.231386 0.269053 0.0739 -0.0090 -0.0585 -0.407
C -3.847721 -1.837177 1.091594 -0.0333 0.0766 -0.0130 -0.896
C -4.433682 -0.587592 0.959095 -0.0155 0.2040 -0.1182 -0.715
C -3.951103 0.252743 -0.030748 -0.1079 -0.0971 0.0453 -0.539
C -4.506050 1.632180 -0.215333 -0.1091 0.3505 -0.1047 0.954
F -3.586148 2.586175 0.062307 0.2368 -0.0086 0.0812 -0.252
F -4.893222 1.871228 -1.483833 0.0214 -0.1606 -0.1393 -0.283
F -5.562773 1.903020 0.559778 -0.1091 -0.1988 0.1857 -0.302
C -2.908719 -0.122521 -0.862807 -0.0965 -0.0869 0.0151 -0.132
C -0.305665 -2.755647 -1.113701 0.1004 -0.1927 0.0046 -0.897
C 1.111334 -2.263888 -1.495368 -0.0103 -0.2652 -0.0588 -1.187
H 3.591608 4.088912 -0.623114 -0.0298 0.0931 -0.1114 0.321
H 5.074259 4.131134 0.336337 0.1023 0.0945 -0.0243 0.338
H 3.527436 4.494275 1.088566 -0.0178 0.1033 0.0144 0.435
H 4.233723 2.223709 1.715946 -0.0520 -0.0987 -0.0007 0.493
H 2.749959 2.198660 0.774462 -0.0133 -0.0672 0.0305 -0.083
H 2.998241 1.809153 -1.812042 -0.1328 0.0314 -0.0489 0.256
H 4.607372 2.444038 -2.137992 0.0025 0.1034 -0.0332 0.494
H 4.294768 0.717194 -2.290274 0.0332 -0.0475 -0.0488 0.446
H 6.342942 2.476660 -0.489705 -0.0521 0.1167 -0.0602 0.474
H 6.468459 0.741872 -0.791829 0.0836 -0.0147 -0.0353 0.478
H 6.343372 1.331645 0.860080 0.0755 0.0096 0.0255 0.401
H 1.686049 0.916988 -0.539664 -0.0113 -0.1590 0.1052 0.990
H -0.317898 1.689298 0.380750 0.0291 0.0656 -0.0880 0.430
H -2.054403 1.488214 2.127288 -0.1070 0.0481 0.0230 0.471
H -2.108734 -0.590459 3.523985 -0.1220 0.0784 0.0448 0.432
H 1.158902 -2.133816 1.640823 -0.0112 0.0148 -0.0618 0.683
H -0.072584 0.747862 -1.875579 -0.0012 0.0105 0.0031 0.340
H 0.808724 0.162167 -3.300203 -0.1783 0.1037 0.0047 0.436
H -0.577861 -1.794325 -3.474304 -0.0615 0.0987 -0.0315 0.400
H -1.707515 -0.487290 -3.128953 0.0449 -0.0565 -0.0576 0.511
H -2.404933 -3.220417 0.388497 0.0625 -0.1036 -0.0006 0.474
H -4.210048 -2.517141 1.846902 -0.0218 -0.0953 0.0795 0.423
H -5.241636 -0.276484 1.600498 -0.0822 0.0286 0.0503 0.487
H -2.567613 0.586660 -1.599896 0.0961 0.0456 -0.0917 0.347
H -0.482911 -3.733360 -1.582447 0.0702 -0.0350 0.1130 0.423
H -0.372099 -2.872519 -0.032635 -0.0465 -0.0667 -0.1235 0.477
H 1.835227 -2.681386 -0.795109 -0.0983 -0.1061 -0.2120 0.491
H 1.369029 -2.620609 -2.498410 -0.0028 -0.1180 0.1081 0.368
```
Positions in Å, forces in eV/Å.

Properties
Relative energy (zero: lowest compared OMol25 entry of this formula, charge and spin) (kcal per mole): 5.2
SMILES: CCC(C)(C)n1nnnc1[C@H](c1cccnc1)N1CCN(c2cccc(C(F)(F)F)c2)CC1
Orbital gap (eV): 8.3

***

(2)
Computed, not measured: C23H28F6N6O2PPb as an isolated structure in a non-equilibrium geometry, with wB97M-V/def2-TZVPD.

```
67
Properties=species:S:1:pos:R:3:forces:R:3:mulliken_spin:R:1
Pb -0.582728 -1.191303 0.990563 1.0184 -1.9028 0.0293 0.001
F -0.106628 -3.058203 -1.301037 -0.0503 -0.0365 0.1862 0.000
P -1.323228 -4.105503 -0.802037 0.4997 0.6588 -0.3793 0.000
F -0.373728 -5.337603 -1.021237 -0.2012 0.0530 -0.0027 0.000
F -0.695128 -3.877003 0.728663 -0.0754 0.2035 0.1759 0.000
F -2.524028 -4.934603 -0.233137 0.1352 -0.0522 0.0092 0.000
F -1.877028 -4.094703 -2.292237 -0.0643 -0.1655 0.2164 0.000
F -2.195828 -2.677603 -0.504937 -0.0821 0.0590 0.2571 0.000
N -1.618528 0.521497 -0.162137 -1.3494 1.9453 0.3641 0.006
C -2.002528 0.992697 -1.211337 0.1708 -0.3031 -1.5233 0.001
C -1.718428 0.385297 -2.583137 0.1412 -0.9813 -0.1513 0.001
C -0.939428 1.111297 -3.462937 0.4134 0.0597 -0.1341 -0.001
C -0.656128 0.543997 -4.698837 -0.1315 0.3445 0.3655 0.000
C -1.159428 -0.705403 -5.015337 0.0396 -0.2776 -0.3090 0.000
C -1.944928 -1.399603 -4.118137 -0.3440 0.0283 0.1514 0.000
C -2.251628 -0.848303 -2.876637 0.2457 -0.4352 -0.1673 0.000
C -2.698428 2.293797 -1.421237 -0.0062 1.0258 1.0052 0.000
C -3.634328 2.464097 -2.429437 -0.2334 -0.3109 -0.0993 0.000
C -4.251128 3.697497 -2.572237 0.1854 -0.1803 0.0018 0.000
C -3.895228 4.746997 -1.742137 -0.0619 0.0860 -0.0278 0.000
C -2.960128 4.562297 -0.738137 0.3208 0.0710 0.1903 0.000
C -2.351128 3.333197 -0.561437 -0.3883 0.0542 0.0476 0.000
H -0.557228 2.089397 -3.216837 -0.0064 0.1319 0.0696 0.000
H -0.073528 1.111997 -5.406837 0.0710 -0.0046 -0.0998 0.000
H -0.935728 -1.138003 -5.980937 0.0200 -0.0466 0.0025 0.000
H -2.336928 -2.381103 -4.335337 0.0190 -0.0686 -0.1446 0.000
H -2.861728 -1.405003 -2.187037 -0.0044 -0.0380 0.1814 0.000
H -3.909828 1.650097 -3.082737 0.0340 -0.0792 -0.0505 0.000
H -4.991428 3.829697 -3.345837 -0.0335 0.0235 -0.0646 0.000
H -4.347728 5.716097 -1.883937 -0.0800 0.0816 0.0438 0.000
H -2.689928 5.374197 -0.079437 -0.0265 0.1062 -0.0041 0.000
H -1.636628 3.168397 0.228463 0.1319 0.0513 0.0773 0.000
C 4.831372 -0.435203 -1.316337 0.5663 0.2642 -0.0940 0.000
N 3.817572 -1.034803 -0.481037 -1.1057 0.6220 0.4140 -0.001
C 3.896672 -2.466203 -0.339237 0.0893 -0.6332 -0.0560 0.000
C 2.653172 -0.382903 -0.158337 1.6797 -0.0681 -0.1861 0.001
N 1.510172 -1.015103 -0.141337 -1.3359 -0.3710 0.3400 -0.003
N 2.710072 0.938397 0.114263 -0.2418 -0.4886 -0.2192 0.000
C 3.859272 1.604797 0.678863 0.4029 0.2669 0.0485 0.000
C 1.488772 1.698997 0.134363 -0.2938 0.0731 -0.0080 0.000
H 5.748872 -0.240403 -0.753637 -0.0350 0.0499 -0.0568 0.000
H 4.472872 0.493597 -1.751237 0.0051 0.0281 -0.0114 0.000
H 5.091072 -1.122003 -2.125137 -0.1375 0.0422 0.0091 0.000
H 4.929172 -2.737003 -0.115437 -0.0530 0.0096 0.0677 0.000
H 3.617272 -3.000103 -1.254937 -0.0559 0.0810 0.0136 0.000
H 3.259872 -2.808603 0.474063 0.0762 -0.0138 0.0182 0.000
H 1.540872 -1.916803 -0.601837 0.0835 -0.1000 -0.1139 0.000
H 4.602672 0.892297 1.021863 -0.0090 -0.0646 -0.0266 0.000
H 3.526672 2.199897 1.530463 0.0575 -0.0376 0.0564 0.000
H 4.317372 2.285897 -0.042837 0.0427 -0.0521 0.0482 0.000
H 0.821272 1.342497 -0.646837 0.0501 0.0708 -0.0990 0.000
H 1.730072 2.745097 -0.044437 -0.0781 0.0286 0.0126 0.000
H 0.979672 1.600897 1.098763 -0.0246 0.1738 0.0217 0.000
C 0.723372 1.133097 5.464663 0.3587 0.6165 0.3514 -0.012
N 0.051472 -0.116703 5.181863 -0.2807 -0.6229 2.0048 0.286
C -0.379828 -0.977303 6.137663 1.3200 2.4429 0.7537 0.186
C -1.002128 -2.129003 5.858563 -1.2491 -2.3690 -1.1441 0.251
C -1.269328 -2.521703 4.439863 0.8006 1.3341 2.4988 -0.028
O -1.823528 -3.553503 4.192263 -0.5187 -0.8867 -0.6666 0.271
N -0.813528 -1.586303 3.597563 0.4367 0.8039 -2.6846 0.025
C -0.167628 -0.449703 3.870963 -0.9807 -1.7089 -2.0871 -0.030
O 0.221472 0.281697 2.946163 0.1499 0.4280 0.2472 0.013
H 0.843872 1.261197 6.535763 -0.0634 -0.1087 0.0379 0.005
H 0.142772 1.963497 5.062763 -0.0468 -0.1020 -0.0389 0.013
H 1.702872 1.145397 4.986163 -0.0807 -0.1100 -0.0354 0.013
H -0.200128 -0.694303 7.167563 0.1248 0.2049 -0.0640 0.010
H -1.334128 -2.838203 6.597163 0.0392 0.0957 0.4313 -0.006
```
Positions in Å, forces in eV/Å.

Properties
2S+1: 2
Relative energy (zero: lowest compared OMol25 entry of this formula, charge and spin) (kcal per mole): 114.1
Expectation value of S²: 0.778
Orbital gap (alpha / beta) (eV): 4.2 / 4.3
Charge: +2

***

(3)
Computed, not measured: an isolated molecule of C23H28FN3O6S, with wB97M-V/def2-TZVPD.

```
62
Properties=species:S:1:pos:R:3:forces:R:3:mulliken_charge:R:1
C -4.673800 -1.761836 3.227988 -0.0261 -0.0102 0.1837 -1.037
O -4.516499 -1.264145 1.916872 0.1166 -0.0161 -0.0975 -0.315
C -3.267679 -1.129262 1.417051 0.1693 0.0043 0.2024 0.831
C -2.087732 -1.285057 2.143762 -0.4716 -0.0079 -0.0606 -1.022
C -0.853962 -1.095887 1.547848 0.1854 0.0230 -0.1195 -0.697
C -0.761886 -0.747913 0.203605 -0.4418 -0.1103 0.3491 0.355
N 0.454045 -0.553101 -0.458137 -0.0155 0.0660 -0.3855 0.028
C 1.716093 -0.637552 0.041324 0.1502 0.2827 -0.4634 0.213
O 1.994287 -0.860528 1.199509 0.0089 -0.1274 0.2881 -0.686
C 2.791127 -0.441410 -1.028631 -0.0208 -0.0238 -0.1794 -0.862
N 4.043166 -0.167279 -0.373023 -0.3619 -0.3007 0.0633 0.010
C 4.782793 0.919944 -0.675309 0.0643 -0.1755 0.0729 0.483
O 4.480929 1.704080 -1.555609 0.0025 0.2130 -0.1113 -0.662
C 6.019892 1.103727 0.146185 0.1921 -0.0634 0.0343 0.171
C 6.472129 2.403565 0.359727 -0.0028 -0.0998 0.0123 -0.473
C 7.619027 2.650878 1.089457 -0.0160 0.1030 -0.0032 -0.663
C 8.351516 1.595366 1.608465 -0.0596 -0.0642 -0.0465 -0.355
C 7.937624 0.292978 1.391314 -0.0654 -0.1171 -0.0242 -0.713
C 6.781840 0.064317 0.668341 0.0375 0.2038 0.0194 0.604
F 6.416920 -1.222488 0.456763 0.0507 0.0944 0.0666 -0.292
C 2.883725 -1.695174 -1.935164 0.1920 0.0768 0.0204 0.668
C 3.853991 -1.434469 -3.083506 -0.2573 0.0152 0.0973 -1.546
C 3.314956 -2.920665 -1.132622 -0.2564 0.1306 -0.1313 -1.392
C -1.938457 -0.598870 -0.527909 0.2988 -0.0007 0.0699 -0.508
C -3.163381 -0.788120 0.068884 -0.7197 0.0170 -0.2865 -0.237
S -4.624429 -0.618206 -0.972091 -0.1817 0.1301 -0.2229 1.334
O -4.139306 -0.435343 -2.310602 0.2540 0.1945 0.1414 -0.768
O -5.547391 -1.679620 -0.719818 0.0561 0.0796 0.3199 -0.708
N -5.364318 0.805442 -0.552804 0.3737 -0.8600 -0.3206 0.057
C -4.607023 2.015275 -0.760146 0.1758 0.5812 -0.1758 -0.458
C -5.596254 3.182140 -0.851032 0.2684 -0.1542 -0.1451 -0.721
O -6.416992 3.244811 0.292145 0.0096 0.1529 0.1459 -0.393
C -7.146516 2.049852 0.465637 0.0591 -0.3395 0.0380 -0.737
C -6.199439 0.857700 0.622330 -0.4819 0.0947 0.4195 -0.288
H -4.192547 -2.736354 3.346329 -0.0010 0.0318 -0.0220 0.390
H -5.747502 -1.869997 3.368807 0.0754 -0.0126 0.0466 0.253
H -4.277693 -1.063334 3.972371 -0.0059 -0.0404 -0.0376 0.384
H -2.119449 -1.556653 3.186473 -0.0400 -0.0183 0.0955 0.436
H 0.045923 -1.219476 2.127126 0.0044 0.0036 0.0108 0.556
H 0.360836 -0.333668 -1.440668 0.1700 -0.0177 0.1558 0.235
H 2.560102 0.435268 -1.646401 -0.0340 -0.1415 0.1092 0.698
H 4.217436 -0.708911 0.460388 0.1402 0.1749 -0.0186 0.388
H 5.897276 3.211226 -0.067120 -0.0482 0.0498 -0.0539 0.416
H 7.946415 3.666480 1.249691 0.0183 0.0879 0.0134 0.397
H 9.250234 1.782222 2.175938 0.0792 0.0059 0.0485 0.381
H 8.497115 -0.548026 1.769875 0.0344 -0.0959 0.0186 0.450
H 1.885855 -1.879003 -2.350375 0.0345 0.0244 0.0236 0.361
H 3.551128 -0.562433 -3.657851 0.0186 0.0952 -0.1034 0.386
H 3.888945 -2.294492 -3.747602 0.0402 -0.0852 -0.0788 0.457
H 4.854621 -1.256277 -2.698075 0.1381 0.0201 0.0254 0.259
H 2.658499 -3.080616 -0.280301 -0.0288 -0.1174 0.1261 0.376
H 3.281750 -3.806564 -1.762080 0.0263 -0.0997 -0.0289 0.432
H 4.332656 -2.799496 -0.770357 0.1358 -0.0028 0.0554 0.226
H -1.928075 -0.353001 -1.578662 0.0834 0.0316 -0.1520 0.521
H -4.054040 1.900592 -1.691859 0.0412 0.2149 0.0205 0.441
H -3.904503 2.189696 0.070724 -0.0461 0.0016 -0.0763 0.312
H -5.068793 4.136051 -0.900436 0.0051 -0.1031 -0.0774 0.343
H -6.215893 3.053473 -1.749951 0.0627 0.0348 0.0280 0.357
H -7.749831 2.189982 1.363764 0.0105 -0.1009 -0.0724 0.346
H -7.802052 1.881559 -0.400372 -0.0030 -0.0014 0.0700 0.366
H -6.738998 -0.085814 0.681080 -0.1070 0.0906 0.1621 0.429
H -5.595498 0.996168 1.530384 -0.0909 -0.0221 -0.0592 0.185
```
Positions in Å, forces in eV/Å.

Properties
Relative energy (zero: lowest compared OMol25 entry of this formula, charge and spin) (kcal per mole): 0.0
SMILES: COc1ccc(NC(=O)[C@@H](NC(=O)c2ccccc2F)C(C)C)cc1S(=O)(=O)N1CCOCC1
Orbital gap (eV): 9.1